# 1
{"formula": "C3H8N2O", "method": "ωB97M-V with the def2-TZVPD basis set", "elements": ["C", "C", "N", "H", "H", "H", "H", "H", "C", "N", "O", "H", "H", "H"], "coordinates": [[2.513, -1.464, -0.511], [1.496, -1.432, 0.385], [0.446, -0.534, 0.468], [3.263, -0.718, -0.751], [2.870, -2.453, -0.792], [1.568, -2.069, 1.272], [-0.312, -0.968, 0.974], [0.090, -0.281, -0.443], [-2.392, 1.212, -0.357], [-1.526, 2.128, 0.150], [-2.261, 0.013, -0.290], [-3.219, 1.706, -0.893], [-1.896, 3.049, 0.284], [-0.638, 1.811, 0.504]], "smiles": "C=CN.NC=O", "charge": 0, "homo_lumo_gap_ha": 0.30919, "homo_ev": -7.5}


# 2
{"formula": "C3H8N2O", "method": "ωB97M-V with the def2-TZVPD basis set", "elements": ["C", "N", "N", "C", "C", "O", "H", "H", "H", "H", "H", "H", "H", "H"], "coordinates": [[-0.931, 0.204, 1.305], [-0.682, -0.284, -0.015], [-1.559, 0.329, -0.944], [1.197, -1.128, -0.990], [1.175, -0.056, -0.341], [1.657, 0.948, 0.333], [1.654, 0.741, 1.296], [-1.161, 1.196, -1.319], [-1.699, -0.306, -1.721], [0.744, -1.809, -1.674], [2.550, -0.919, -0.961], [-0.615, 1.277, 1.456], [-0.335, -0.367, 2.018], [-1.996, 0.175, 1.557]], "charge": 0, "homo_lumo_gap_ha": 0.30131, "homo_ev": -7.7}


# 3
{"formula": "C3H8N2O", "method": "ωB97M-V with the def2-TZVPD basis set", "elements": ["C", "C", "C", "H", "H", "H", "H", "H", "H", "H", "H", "N", "N", "O"], "coordinates": [[1.727, -0.224, 0.419], [0.855, 0.939, -0.215], [-2.381, -0.683, 0.077], [0.682, -1.693, -0.282], [1.470, -0.407, 1.499], [2.777, 0.144, 0.235], [1.157, 1.970, 0.061], [1.003, 1.144, -1.382], [-1.258, 1.500, -0.251], [-2.712, -1.665, 0.001], [-3.229, 0.024, 0.397], [-0.560, 0.799, -0.011], [-1.109, -0.455, -0.208], [1.579, -1.393, -0.339]], "smiles": "C=NNCCO", "charge": 0, "homo_lumo_gap_ha": 0.35205, "homo_ev": -8.5}


# 4
{"formula": "C3H8N2O", "method": "ωB97M-V with the def2-TZVPD basis set", "elements": ["O", "C", "C", "H", "H", "H", "H", "N", "C", "N", "H", "H", "H", "H"], "coordinates": [[0.841, 3.270, -2.288], [0.711, 2.678, -1.258], [1.279, 1.331, -0.890], [0.122, 3.136, -0.439], [0.647, 0.909, -0.117], [1.466, 0.772, -1.817], [2.363, 1.385, -0.678], [-2.049, -2.110, 0.570], [-0.943, -1.842, 1.332], [0.143, -2.508, 1.464], [-2.534, -1.342, 0.147], [-1.678, -2.776, -0.111], [-0.981, -0.868, 1.860], [0.613, -2.033, 2.225]], "smiles": "[H]/N=C/N.CC=O", "charge": 0, "homo_lumo_gap_ha": 0.38631, "homo_ev": -9.9}


# 5
{"formula": "C3H8N2O", "method": "ωB97M-V with the def2-TZVPD basis set", "elements": ["C", "C", "N", "H", "H", "H", "H", "H", "C", "O", "N", "H", "H", "H"], "coordinates": [[-2.048, -0.115, 0.174], [-1.075, 0.949, -0.217], [-1.157, 2.147, 0.256], [-0.383, 2.716, -0.108], [-0.254, 0.667, -0.895], [-2.947, 0.322, 0.614], [-2.316, -0.695, -0.714], [-1.574, -0.783, 0.897], [2.157, -0.820, -0.278], [2.690, 0.119, 0.495], [1.189, -1.502, 0.198], [2.226, 0.087, 1.350], [0.881, -2.189, -0.499], [2.609, -0.903, -1.275]], "smiles": "[H]/N=C/C.[H]/N=C/O", "charge": 0, "homo_lumo_gap_ha": 0.39304, "homo_ev": -9.9}


# 6
{"formula": "C3H8N2O", "method": "ωB97M-V with the def2-TZVPD basis set", "elements": ["C", "C", "N", "C", "N", "O", "H", "H", "H", "H", "H", "H", "H", "H"], "coordinates": [[0.423, 0.995, 0.342], [-1.923, -0.125, -0.030], [1.391, 0.549, -0.691], [-0.416, -0.275, 0.144], [2.174, -0.370, -0.195], [0.057, -1.321, 0.763], [0.020, -0.295, -1.060], [2.735, -0.815, -0.917], [1.591, -1.061, 0.464], [0.859, 1.083, 1.338], [-0.039, 1.919, 0.000], [-2.342, -1.063, -0.388], [-2.357, 0.098, 0.948], [-2.174, 0.682, -0.718]], "charge": 0, "homo_lumo_gap_ha": [0.30754, 0.30745], "homo_ev": [-8.7, -8.7]}


# 7
{"formula": "C3H8N2O", "method": "ωB97M-V with the def2-TZVPD basis set", "elements": ["C", "N", "C", "C", "O", "N", "H", "H", "H", "H", "H", "H", "H", "H"], "coordinates": [[-1.067, -0.571, 1.119], [-0.452, -0.181, -0.237], [-0.985, 1.109, -0.742], [1.023, -0.282, -0.600], [1.406, -0.057, -1.724], [1.762, -0.662, 0.444], [-0.509, -1.454, 1.458], [-0.917, 0.266, 1.797], [-0.987, -0.926, -0.673], [-0.629, 1.301, -1.756], [-2.069, 1.030, -0.696], [-0.656, 1.906, -0.070], [2.760, -0.734, 0.330], [1.318, -0.746, 1.349]], "charge": 0, "homo_lumo_gap_ha": 0.28283, "homo_ev": -7.0}


# 8
{"formula": "C3H8N2O", "method": "ωB97M-V with the def2-TZVPD basis set", "elements": ["O", "C", "C", "N", "C", "N", "H", "H", "H", "H", "H", "H", "H", "H"], "coordinates": [[-0.208, 0.384, 2.343], [-1.077, 0.784, 1.617], [-1.005, 0.583, 0.101], [-0.691, -0.715, -0.363], [0.735, -1.061, -0.422], [1.566, -0.131, -1.214], [-1.986, 1.318, 1.968], [-1.952, 0.964, -0.302], [-0.331, 1.428, -0.191], [-1.058, -0.836, -1.296], [0.815, -2.038, -0.886], [1.065, -0.980, 0.615], [1.615, 0.786, -0.786], [2.512, -0.485, -1.184]], "smiles": "NCNCC=O", "charge": 0, "homo_lumo_gap_ha": 0.36915, "homo_ev": -9.1}


# 9
{"formula": "C3H8N2O", "method": "ωB97M-V with the def2-TZVPD basis set", "elements": ["C", "C", "N", "C", "N", "O", "H", "H", "H", "H", "H", "H", "H", "H"], "coordinates": [[-0.747, 0.950, -0.375], [0.385, 1.774, -0.988], [-0.221, -0.723, 1.254], [-0.253, -0.402, 0.031], [0.297, -2.066, 1.482], [0.143, -1.201, -0.970], [1.081, -1.949, 2.121], [-0.427, -2.549, 2.012], [0.445, -2.028, -0.548], [-1.150, 1.446, 0.507], [-1.542, 0.819, -1.112], [1.191, 1.900, -0.269], [0.020, 2.756, -1.276], [0.779, 1.273, -1.869]], "smiles": "CC/C(O)=N/N", "charge": 0, "homo_lumo_gap_ha": 0.37327, "homo_ev": -9.2}


# 10
{"formula": "C3H8N2O", "method": "ωB97M-V with the def2-TZVPD basis set", "elements": ["C", "N", "C", "O", "N", "C", "H", "H", "H", "H", "H", "H", "H", "H"], "coordinates": [[2.165, -0.929, 0.753], [0.699, -0.574, 0.838], [0.126, 0.399, 0.079], [0.746, 1.331, -0.415], [-1.215, 0.185, -0.084], [-1.940, 0.949, -1.064], [2.219, -2.018, 0.502], [1.981, -0.306, 1.686], [2.607, -0.404, -0.104], [0.176, -1.169, 1.459], [-1.550, -0.735, 0.155], [-1.709, 0.641, -2.094], [-3.007, 0.824, -0.877], [-1.666, 1.998, -0.952]], "smiles": "CNC(=O)NC", "charge": 0, "homo_lumo_gap_ha": 0.35286, "homo_ev": -8.8}


# 11
{"formula": "C3H8N2O", "method": "ωB97M-V with the def2-TZVPD basis set", "elements": ["N", "C", "C", "C", "N", "O", "H", "H", "H", "H", "H", "H", "H", "H"], "coordinates": [[-1.079, -0.795, -0.894], [-0.458, 0.430, -0.354], [0.922, 0.743, -0.948], [-0.338, 0.374, 1.161], [0.134, -0.784, 1.681], [-0.572, 1.337, 1.858], [-0.614, -1.650, -0.619], [-1.070, -0.740, -1.900], [-1.186, 1.205, -0.547], [1.685, 0.300, -0.303], [1.122, 1.809, -1.031], [1.064, 0.303, -1.930], [0.185, -0.900, 2.678], [0.206, -1.632, 1.148]], "smiles": "C[C@@H](N)C(N)=O", "charge": 0, "homo_lumo_gap_ha": 0.38253, "homo_ev": -9.6}


# 12
{"formula": "C3H8N2O", "method": "ωB97M-V with the def2-TZVPD basis set", "elements": ["C", "C", "N", "C", "O", "N", "H", "H", "H", "H", "H", "H", "H", "H"], "coordinates": [[-1.558, 0.424, 0.439], [0.299, -1.548, 0.320], [0.225, 2.019, -0.479], [0.717, 0.837, -0.315], [1.898, 0.567, -0.898], [-0.052, -0.155, 0.172], [2.106, -0.372, -0.856], [0.902, 2.579, -1.004], [-1.991, -0.344, 1.080], [-2.056, 0.433, -0.530], [-1.645, 1.372, 0.969], [1.354, -1.703, 0.572], [-0.282, -2.003, 1.128], [0.083, -2.106, -0.599]], "smiles": "[H]/N=C(\\O)N(C)C", "charge": 0, "homo_lumo_gap_ha": 0.33094, "homo_ev": -8.4}


# 13
{"formula": "C3H8N2O", "method": "ωB97M-V with the def2-TZVPD basis set", "elements": ["C", "C", "N", "H", "H", "H", "H", "H", "C", "N", "O", "H", "H", "H"], "coordinates": [[2.293, 0.239, 0.435], [1.235, -0.577, 0.361], [0.835, -1.291, -0.748], [3.087, 0.230, -0.310], [2.353, 1.058, 1.138], [0.708, -0.812, 1.275], [1.434, -1.232, -1.557], [0.448, -2.204, -0.571], [-1.603, 0.835, 0.361], [-1.210, 1.118, -0.905], [-1.767, -0.285, 0.773], [-1.872, 1.766, 0.899], [-1.014, 2.050, -1.227], [-0.785, 0.364, -1.431]], "smiles": "C=CN.NC=O", "charge": 0, "homo_lumo_gap_ha": 0.34057, "homo_ev": -8.3}


# 14
{"formula": "C3H8N2O", "method": "ωB97M-V with the def2-TZVPD basis set", "elements": ["C", "N", "C", "O", "N", "C", "H", "H", "H", "H", "H", "H", "H", "H"], "coordinates": [[-2.186, 0.356, 0.142], [-0.737, 0.445, 0.085], [0.101, -0.579, -0.214], [-0.420, -1.751, -0.612], [1.381, -0.661, -0.216], [2.282, 0.400, 0.066], [-2.636, 1.257, -0.292], [-2.556, 0.237, 1.170], [-2.497, -0.511, -0.443], [-0.296, 1.253, 0.492], [0.529, -2.083, -0.724], [3.293, -0.009, -0.004], [2.202, 1.219, -0.662], [2.159, 0.806, 1.078]], "smiles": "C/N=C(/O)NC", "charge": 0, "homo_lumo_gap_ha": 0.34990, "homo_ev": -8.6}


# 15
{"formula": "C3H8N2O2", "method": "ωB97M-V with the def2-TZVPD basis set", "elements": ["N", "C", "O", "N", "C", "C", "O", "H", "H", "H", "H", "H", "H", "H", "H"], "coordinates": [[-0.441, -2.107, -0.283], [0.146, -0.818, -0.299], [1.383, -0.898, -0.934], [-0.718, 0.139, -0.930], [-0.238, 1.421, -0.443], [0.148, 1.141, 1.017], [0.478, -0.245, 1.028], [0.241, -2.820, -0.061], [-1.253, -2.183, 0.316], [-1.673, -0.033, -0.625], [-0.989, 2.203, -0.563], [0.646, 1.688, -1.031], [-0.690, 1.317, 1.704], [0.991, 1.762, 1.348], [1.971, -0.566, -0.242]], "smiles": "N[C@@]1(O)NCCO1", "charge": 0, "homo_lumo_gap_ha": 0.38935, "homo_ev": -9.7}


# 16
{"formula": "C3H8N2O2", "method": "ωB97M-V with the def2-TZVPD basis set", "elements": ["C", "C", "C", "N", "N", "O", "O", "H", "H", "H", "H", "H", "H", "H", "H"], "coordinates": [[2.214, 0.447, 0.074], [-0.603, 0.009, 1.227], [-0.372, 0.218, -1.181], [1.180, 1.201, 0.195], [-0.226, 0.890, 0.085], [1.267, -1.723, -0.251], [3.367, 0.284, 0.070], [-1.702, -0.139, 1.327], [0.024, -0.852, 0.960], [-0.410, 0.322, 2.239], [-1.427, 0.116, -1.303], [-0.213, 0.971, -1.869], [0.189, -0.610, -1.280], [1.418, 2.171, 0.195], [2.064, -2.302, 0.019]], "charge": 0, "homo_lumo_gap_ha": [0.31919, 0.31922], "homo_ev": [-9.0, -9.0]}